Entry from the Open Molecules 2025 dataset: one molecule with the formula C5H12O2 (ωB97M-V/def2-TZVPD).

The geometry in XYZ format:
```
19
Properties=species:S:1:pos:R:3
O 1.035 -1.699 0.656
O -0.446 0.186 1.133
C 0.897 -1.435 -0.721
C -0.283 0.764 -0.189
C -0.030 2.274 -0.102
C 0.860 0.073 -0.963
C -1.322 -0.999 1.238
H 0.759 -0.855 1.097
H -1.245 -1.797 0.476
H -2.329 -0.606 1.229
H -0.024 2.700 -1.117
H 1.825 0.486 -0.636
H -1.238 0.602 -0.702
H 1.752 -1.898 -1.221
H -1.097 -1.493 2.193
H -0.806 2.787 0.473
H 0.764 0.300 -2.033
H 0.942 2.505 0.349
H -0.013 -1.894 -1.160
```

Its structure (SMILES) is CO[C@@H](C)CCO. Its LUMO energy is 1.06 eV. As for the energy relative to the best compared isomer or geometry (same formula, charge and spin): 171.4 kJ/mol. As for the net charge: 0. For the total energy, the calculation gives -348.13952 Eh.